[1]
DFT (wB97M-V/def2-TZVPD) results for 6 unconnected molecules or ions with the total composition C35H44BrFIO19P.

Atoms and positions in Å:
C -0.63597 -0.84292 0.88656
C -0.41257 0.73580 0.87215
O 0.96804 1.09725 0.97337
C 1.24007 1.91558 2.11477
C 1.61856 0.94607 3.32148
C 0.77854 0.65152 4.36586
P -0.93769 1.42608 4.51798
C -0.53274 3.23352 4.97205
O -1.77518 0.73924 5.83375
C 1.26945 -0.34340 5.46429
O 0.48465 -1.11887 5.95290
C 2.78809 -0.27547 5.81384
C 3.26076 -0.51068 7.16713
I 1.91818 -0.91417 8.81415
C 4.71020 -0.45863 7.43635
C 5.19867 -0.69026 8.89505
C 5.58289 -0.17118 6.32141
F 6.93034 -0.11585 6.53857
C 5.11911 0.07352 4.94457
Br 6.41822 0.41991 3.54797
C 3.69354 0.03880 4.67870
C 3.05444 0.31490 3.26956
O 3.61037 0.09198 2.22948
H -1.11117 -1.17005 -0.07544
H -1.30274 -1.16098 1.73420
H 0.34531 -1.37056 1.05171
H -0.85657 1.09254 -0.10371
H -1.06369 1.15763 1.67680
H 2.13831 2.58030 1.97353
H 0.36479 2.58753 2.35394
H -1.26609 3.62737 5.71709
H 0.51130 3.25080 5.40152
H -0.48763 3.80819 4.01702
H -2.38004 1.45122 6.11834
H 5.07916 -1.78453 9.12229
H 6.25187 -0.33505 9.05392
H 4.57860 -0.12456 9.64530
C -5.13331 0.42731 -1.44462
C -3.95763 -0.16682 -2.18459
C -4.33758 -1.22194 -3.18318
O -3.15852 -2.02890 -3.23491
C -2.54639 -1.90368 -2.02491
O -1.64414 -2.58708 -1.65150
O -3.10344 -0.89554 -1.29730
H -5.66118 -0.33712 -0.87002
H -4.79066 1.17666 -0.72803
H -5.83405 0.89943 -2.13520
H -3.36458 0.62853 -2.64794
H -4.56512 -0.80709 -4.16532
H -5.17232 -1.84966 -2.85800
C 0.87396 -5.43309 3.51173
C 1.65962 -5.16463 4.77449
C 1.91565 -3.70694 5.03198
O 3.12295 -3.74209 5.79546
C 3.78460 -4.87441 5.42596
O 4.91235 -5.11954 5.71756
O 2.98813 -5.68539 4.67676
H 1.41255 -5.07473 2.63166
H 0.73086 -6.50678 3.37531
H -0.10517 -4.95263 3.54833
H 1.17203 -5.64266 5.63053
H 1.11416 -3.23609 5.59673
H 2.09844 -3.12829 4.12050
C -1.12200 6.14665 -1.45627
C -1.38784 5.70555 -0.03571
C -0.17460 5.16725 0.67114
O -0.75189 4.27378 1.62632
C -1.93428 3.84762 1.09243
O -2.57584 2.94962 1.52726
O -2.27189 4.58246 -0.00137
H -0.77875 5.30958 -2.06834
H -2.04046 6.51513 -1.91665
H -0.37341 6.94002 -1.48821
H -1.85302 6.51907 0.53042
H 0.39887 5.94876 1.16904
H 0.49250 4.59444 0.02010
C -3.02463 -4.12372 -8.19342
C -3.20333 -2.62395 -8.16628
C -2.23860 -1.91419 -7.26212
O -2.96977 -0.73834 -6.90332
C -4.28912 -1.06154 -6.97972
O -5.17743 -0.38020 -6.56069
O -4.46465 -2.26259 -7.59105
H -3.18526 -4.55530 -7.20288
H -3.76067 -4.58109 -8.85730
H -2.02618 -4.39379 -8.54062
H -3.16850 -2.22274 -9.18411
H -1.30843 -1.65564 -7.76600
H -2.00760 -2.47018 -6.34871
C 1.49013 2.86131 -7.72827
C 0.92847 1.48155 -7.47470
C 1.83935 0.59081 -6.67707
O 1.45083 -0.70945 -7.12016
C 0.97212 -0.56625 -8.38574
O 0.74196 -1.47163 -9.12512
O 0.79251 0.74657 -8.69504
H 2.41713 2.80728 -8.30342
H 0.78903 3.45301 -8.31969
H 1.68425 3.38509 -6.79082
H -0.06198 1.55700 -7.01397
H 1.69129 0.69514 -5.60270
H 2.89908 0.73348 -6.90721

## Properties
frontier orbital gap	7.16	eV
largest force on an atom	0.0473	hartree/bohr
HOMO level	-8.06	eV
structure (SMILES)	CCOCC1=C(P(C)O)C(=O)c2c(I)c(C)c(F)c(Br)c2C1=O.C[C@@H]1COC(=O)O1.C[C@@H]1COC(=O)O1.C[C@@H]1COC(=O)O1.C[C@@H]1COC(=O)O1.C[C@@H]1COC(=O)O1

=====

[2]
DFT (wB97M-V/def2-TZVPD) results for a molecular structure, C23H31N4O9P2Tb.

Atoms and positions in Å:
C 0.47072 0.84898 -4.66835
C 0.64971 0.80616 -3.26136
N -0.40591 0.40593 -2.44320
C -1.49261 -0.13493 -3.03050
C -1.62040 -0.25180 -4.41068
C -0.63986 0.28752 -5.24710
C 1.90469 1.15122 -2.72517
P 2.34812 1.05832 -1.02650
Tb 0.10973 -0.20928 -0.04441
P -2.67030 0.01120 -0.48986
C -2.58754 -0.77364 -2.15980
C 0.25927 2.02469 2.37296
C 1.26426 1.44233 3.15404
C 1.26635 1.60694 4.54415
C 0.24983 2.33845 5.16909
C -0.73930 2.93839 4.38297
C -0.74008 2.78969 2.98654
O 0.53021 4.79390 -2.56439
O -0.50863 3.50162 -0.34276
H 1.26591 1.31876 -5.24441
H -2.49232 -0.78398 -4.78342
H -0.77630 0.27564 -6.32418
C 3.63745 -0.24005 -1.06909
C 3.27252 2.51661 -0.49754
H -3.53880 -0.70414 -2.71417
H -2.34757 -1.84684 -2.02803
H 1.27712 5.37716 -2.76016
H 2.62211 1.59791 -3.44941
C -3.58443 -1.23482 0.44996
C -3.89708 1.31067 -0.81095
H 2.05181 0.87721 2.64205
H 2.07133 1.15514 5.12269
H 0.24999 2.45568 6.25228
H -1.51022 3.53440 4.86745
H -1.54240 3.26569 2.40524
H -0.04741 2.62647 -0.01738
H -0.34199 4.10364 0.42038
H -0.00076 3.87240 -1.15093
H -0.07722 4.94845 -3.32355
H 0.27782 1.88653 1.23155
H 4.47256 0.07660 -1.70516
H 4.02159 -0.48117 -0.07413
H 3.22395 -1.16702 -1.47996
H 4.28062 2.53679 -0.92824
H 2.76880 3.45288 -0.76289
H 3.38217 2.46909 0.59303
H -4.86719 0.87248 -1.08839
H -4.01281 1.90230 0.10791
H -3.54945 1.98087 -1.61026
H -4.62935 -1.29067 0.12349
H -3.11961 -2.22525 0.36126
H -3.54981 -0.95813 1.50953
O 0.74158 -7.40513 1.58029
N 0.39443 -6.50751 2.37967
O -0.02080 -6.74014 3.53346
C 0.49542 -5.13029 1.95450
C 0.92569 -4.88459 0.64549
C 1.07067 -3.56214 0.21592
C 1.05832 -2.51683 1.19991
O 1.65199 -1.37864 1.02752
C 0.24585 -2.76185 2.35708
C 0.09360 -4.07739 2.79523
N -0.54554 -1.67610 2.82562
O -1.13110 -1.70842 3.90312
O -0.77748 -0.71561 1.97147
N 0.90503 -3.17447 -1.14131
O 0.98996 -3.95931 -2.07630
O 0.49135 -1.94458 -1.34402
H 1.11703 -5.68948 -0.05934
H -0.34528 -4.28449 3.77146

## Properties
<S²>	12.76
frontier orbital gap (spin up / spin down)	3.65 / 5.23	eV
largest force on an atom	0.0453	hartree/bohr
HOMO level (spin up / spin down)	-5.33 / -6.26	eV
energy above the lowest of the compared OMol25 structures with the same formula, charge and spin	0.000	eV
spin multiplicity	7

=====

[3]
DFT (wB97M-V/def2-TZVPD) results for a molecular structure, C21H19I2N2O3RhS.

Atoms and positions in Å:
Rh -1.06530 -0.44980 -0.21700
I 3.48780 2.16960 -5.69810
C 2.13970 1.83260 -4.10970
C 0.79200 2.10040 -4.29130
C -0.06640 1.88450 -3.24110
I -2.13740 2.14710 -3.42510
C 0.37590 1.47070 -1.96010
O -0.43040 1.42160 -0.97190
C 1.75960 1.14800 -1.84460
C 2.22350 0.59940 -0.52750
N 1.43910 -0.58040 -0.15790
C 1.89650 -1.18710 1.08150
C 0.82120 -2.00590 1.74390
C 1.14010 -3.08650 2.55480
C 0.13110 -3.73890 3.24260
C -1.17170 -3.28240 3.10040
C -1.41030 -2.21270 2.25800
N -0.44050 -1.59650 1.58410
C 2.61550 1.32740 -2.90720
H 0.41670 2.45600 -5.23850
H 2.06820 1.35850 0.24850
H 3.29670 0.35610 -0.58440
H 1.49910 -1.25910 -0.91850
H 2.15840 -0.37800 1.77520
H 2.79790 -1.80110 0.94190
H 2.16750 -3.40340 2.63980
H 0.35700 -4.57320 3.88770
H -1.98770 -3.74940 3.62870
H -2.40720 -1.81510 2.12310
H 3.66500 1.09060 -2.79960
C -4.87500 1.11750 0.01240
C -3.53970 0.41870 0.08770
O -2.72420 0.70580 0.99030
O -3.27920 -0.49120 -0.74170
H -4.72490 2.19010 0.09030
H -5.48310 0.78770 0.85150
H -5.36990 0.87440 -0.92280
S -0.87110 -1.87540 -2.15450
C -0.67240 -3.31970 -1.18770
C -1.78510 -3.95730 -0.63580
C -1.61630 -5.09350 0.13010
C -0.34790 -5.60700 0.35720
C 0.75210 -5.00760 -0.23360
C 0.59490 -3.87660 -1.00820
H -2.76850 -3.55070 -0.82150
H -2.48370 -5.58960 0.53950
H -0.21680 -6.47850 0.97840
H 1.73820 -5.42950 -0.10320
H 1.44740 -3.43420 -1.50320

## Properties
frontier orbital gap (spin up / spin down)	6.29 / 6.13	eV
largest force on an atom	0.0471	hartree/bohr
HOMO level (spin up / spin down)	-7.57 / -7.62	eV

=====

Please write out number 2 again, unchanged.
DFT (wB97M-V/def2-TZVPD) results for a molecular structure, C23H31N4O9P2Tb.

Atoms and positions in Å:
C 0.47072 0.84898 -4.66835
C 0.64971 0.80616 -3.26136
N -0.40591 0.40593 -2.44320
C -1.49261 -0.13493 -3.03050
C -1.62040 -0.25180 -4.41068
C -0.63986 0.28752 -5.24710
C 1.90469 1.15122 -2.72517
P 2.34812 1.05832 -1.02650
Tb 0.10973 -0.20928 -0.04441
P -2.67030 0.01120 -0.48986
C -2.58754 -0.77364 -2.15980
C 0.25927 2.02469 2.37296
C 1.26426 1.44233 3.15404
C 1.26635 1.60694 4.54415
C 0.24983 2.33845 5.16909
C -0.73930 2.93839 4.38297
C -0.74008 2.78969 2.98654
O 0.53021 4.79390 -2.56439
O -0.50863 3.50162 -0.34276
H 1.26591 1.31876 -5.24441
H -2.49232 -0.78398 -4.78342
H -0.77630 0.27564 -6.32418
C 3.63745 -0.24005 -1.06909
C 3.27252 2.51661 -0.49754
H -3.53880 -0.70414 -2.71417
H -2.34757 -1.84684 -2.02803
H 1.27712 5.37716 -2.76016
H 2.62211 1.59791 -3.44941
C -3.58443 -1.23482 0.44996
C -3.89708 1.31067 -0.81095
H 2.05181 0.87721 2.64205
H 2.07133 1.15514 5.12269
H 0.24999 2.45568 6.25228
H -1.51022 3.53440 4.86745
H -1.54240 3.26569 2.40524
H -0.04741 2.62647 -0.01738
H -0.34199 4.10364 0.42038
H -0.00076 3.87240 -1.15093
H -0.07722 4.94845 -3.32355
H 0.27782 1.88653 1.23155
H 4.47256 0.07660 -1.70516
H 4.02159 -0.48117 -0.07413
H 3.22395 -1.16702 -1.47996
H 4.28062 2.53679 -0.92824
H 2.76880 3.45288 -0.76289
H 3.38217 2.46909 0.59303
H -4.86719 0.87248 -1.08839
H -4.01281 1.90230 0.10791
H -3.54945 1.98087 -1.61026
H -4.62935 -1.29067 0.12349
H -3.11961 -2.22525 0.36126
H -3.54981 -0.95813 1.50953
O 0.74158 -7.40513 1.58029
N 0.39443 -6.50751 2.37967
O -0.02080 -6.74014 3.53346
C 0.49542 -5.13029 1.95450
C 0.92569 -4.88459 0.64549
C 1.07067 -3.56214 0.21592
C 1.05832 -2.51683 1.19991
O 1.65199 -1.37864 1.02752
C 0.24585 -2.76185 2.35708
C 0.09360 -4.07739 2.79523
N -0.54554 -1.67610 2.82562
O -1.13110 -1.70842 3.90312
O -0.77748 -0.71561 1.97147
N 0.90503 -3.17447 -1.14131
O 0.98996 -3.95931 -2.07630
O 0.49135 -1.94458 -1.34402
H 1.11703 -5.68948 -0.05934
H -0.34528 -4.28449 3.77146

## Properties
<S²>	12.76
frontier orbital gap (spin up / spin down)	3.65 / 5.23	eV
largest force on an atom	0.0453	hartree/bohr
HOMO level (spin up / spin down)	-5.33 / -6.26	eV
energy above the lowest of the compared OMol25 structures with the same formula, charge and spin	0.000	eV
spin multiplicity	7